# 1
Below is C11H13N in the gas phase in a non-equilibrium geometry, with properties calculated with ωB97M-V/def2-TZVPD.

```
25
Properties=species:S:1:pos:R:3:forces:R:3:mulliken_charge:R:1
C 2.9600 -0.8000 0.2859 0.13 -0.17 0.01 -0.6784
C 3.0520 0.5449 -0.0253 0.13 0.01 0.06 -0.5720
C 1.7095 -1.3928 0.3778 0.06 0.05 0.01 -0.5155
C 1.9161 1.2956 -0.2505 -0.21 0.17 0.01 -0.4380
C 0.5658 -0.6523 0.1640 -0.14 0.18 0.18 0.2849
C 0.6461 0.7119 -0.1714 0.48 -0.35 0.14 0.4194
C -1.8314 -0.2076 0.2468 2.43 3.11 -1.14 0.1292
C -3.0594 0.1396 0.4536 -0.38 -0.04 0.10 -0.9092
C -0.8262 -1.2613 0.2752 0.33 -0.40 -0.09 0.5556
C -1.0689 -2.2434 -0.8815 -0.10 -0.10 0.06 -1.2706
C -0.8238 2.6418 0.0710 0.09 0.27 0.28 -1.0622
N -0.4965 1.3784 -0.4928 -2.92 -2.96 0.64 -0.4491
H 3.8508 -1.3834 0.4676 0.05 -0.02 0.01 0.3701
H 4.0212 1.0199 -0.0879 0.06 0.02 -0.02 0.3660
H 1.6281 -2.4381 0.6417 -0.01 -0.12 0.03 0.4067
H 1.9955 2.3424 -0.5104 0.03 0.04 -0.01 0.3006
H -3.4109 1.1437 0.2818 0.05 0.22 -0.09 0.2138
H -3.7986 -0.5659 0.8129 0.01 -0.18 0.06 0.3042
H -0.8966 -1.8036 1.2299 -0.05 0.10 -0.11 0.4327
H -0.4044 -3.1001 -0.7897 0.05 -0.03 -0.02 0.3578
H -0.8738 -1.7530 -1.8312 -0.01 0.06 -0.09 0.3794
H -2.0988 -2.5952 -0.8711 -0.05 -0.09 -0.03 0.3651
H -1.8756 2.8531 -0.1325 0.05 0.09 0.01 0.3107
H -0.6476 2.7018 1.1540 -0.02 0.04 -0.01 0.3119
H -0.2325 3.4235 -0.4179 -0.07 0.09 0.01 0.3869
```
Forces are in eV/Å.

Computed properties:
* energy relative to the best compared isomer or geometry (same formula, charge and spin): 3.297 eV
* E_tot: -13104.8468 eV


# 2
Below is a gas-phase ion, C11H13N2OS (charge +1) in a non-equilibrium geometry, with properties calculated with ωB97M-V/def2-TZVPD.

```
28
Properties=species:S:1:pos:R:3:forces:R:3:mulliken_charge:R:1
C -3.7331 0.1713 0.3714 -2.18 -1.73 -0.80 -0.4904
C -3.5269 1.5254 0.3282 -1.93 0.80 -1.21 -0.3556
C -2.7457 -0.6981 -0.0494 -0.98 -1.59 2.65 -0.6053
C -2.3254 2.0027 -0.1434 1.65 -0.66 1.31 -0.5523
C -1.5367 -0.2720 -0.4109 1.60 2.26 -0.40 0.6471
C -1.2566 1.1209 -0.4179 -2.13 -0.66 0.33 0.6677
C -0.6090 -1.3118 -0.9631 -3.28 0.39 -0.23 -0.0122
C 1.0763 1.5864 0.7238 1.41 1.88 -0.34 -0.0539
C 2.9080 -0.8036 -1.0574 0.33 1.49 1.84 -1.0442
C 1.7251 -2.2187 0.7010 -2.60 -0.49 -0.67 -1.4624
C 1.6938 -0.9346 -0.0355 0.51 0.96 -2.40 1.2043
N 0.5778 -0.8096 -0.9239 4.53 0.26 0.71 -0.2397
N 2.0331 2.4530 1.0391 -0.80 -0.40 1.22 -0.2380
O -1.1320 -2.2092 -1.5672 0.81 -1.43 -0.22 -0.5214
S 0.3321 1.7077 -0.7660 0.22 0.97 -0.89 -0.1334
H -4.7287 -0.3694 0.4789 1.17 1.38 0.61 0.3396
H -4.3742 2.2568 0.4101 0.97 -0.87 0.46 0.3477
H -2.7687 -1.7490 0.2790 -0.71 0.25 -1.09 0.3839
H -2.1664 3.0351 0.0446 0.41 0.94 -0.66 0.4036
H 2.8393 0.0574 -1.7784 -0.03 -1.06 0.75 0.3147
H 3.9146 -0.8562 -0.5563 -1.08 0.23 -0.36 0.3415
H 2.6977 -1.7499 -1.4592 0.58 -1.03 -1.72 0.4099
H 1.7969 -3.0638 0.0239 -0.09 0.00 -0.46 0.3862
H 0.7086 -2.2552 1.1007 0.23 -0.65 0.74 0.3899
H 2.4605 -2.4098 1.4045 1.38 0.38 1.62 0.4168
H 1.5438 0.0096 0.6814 0.21 -0.74 -0.05 -0.1120
H 2.3521 2.4660 2.0217 0.25 -0.35 -0.91 0.3040
H 2.2436 3.3185 0.5202 -0.47 -0.55 0.19 0.2641
```
Forces are in eV/Å.

Computed properties:
* energy relative to the best compared isomer or geometry (same formula, charge and spin): 4.159 eV
* E_tot: -27467.5822 eV
* charge: +1


# 3
Below is C11H13N3O in the gas phase in a non-equilibrium geometry, with properties calculated with ωB97M-V/def2-TZVPD.

```
28
Properties=species:S:1:pos:R:3:forces:R:3:mulliken_charge:R:1
C 1.0488 1.7910 0.0184 -1.23 -0.78 1.58 -0.7997
C -1.0003 0.6172 -0.4342 -0.97 0.36 -0.07 -0.4712
C 0.6247 2.8366 -0.7516 0.01 1.26 -1.77 -0.3464
C -1.3194 1.6111 -1.3324 -0.51 0.85 -0.71 -0.5673
C 0.2005 0.6588 0.2638 -0.21 1.88 -0.54 1.2596
C -0.5923 2.8122 -1.5269 0.29 -3.21 1.90 0.4999
C -0.8871 -2.1696 0.2710 1.34 -1.08 -1.16 -0.7213
C 0.0017 -2.5203 -0.6667 -1.06 0.35 -0.11 -0.2079
C 0.5207 -0.3223 1.1978 1.69 -4.02 -0.42 -0.8072
C -0.3995 -1.5555 1.5257 -0.34 2.44 -0.43 0.2513
C 0.3649 -2.6477 2.2149 -0.46 -1.71 1.39 -1.2700
N 1.3618 -2.2847 -0.8255 2.83 0.84 -0.19 -0.8529
N 1.9328 -1.4059 -0.0947 -3.74 0.95 1.51 0.9433
N -1.0334 3.7964 -2.3529 1.39 2.02 0.18 -0.5496
O 3.0432 -0.9179 -0.0474 -0.08 -1.24 -0.90 -0.6582
H 1.8677 1.9177 0.7288 0.22 -0.05 -0.69 0.3261
H -1.8164 -0.1035 -0.2296 1.03 0.31 -0.24 0.1813
H 1.3154 3.6833 -0.8767 -0.44 -0.16 0.18 0.2503
H -2.2290 1.4727 -1.9018 -0.22 0.18 0.00 0.3010
H -1.8829 -2.5952 0.1572 0.08 0.41 0.21 0.4325
H -0.3890 -3.0401 -1.5159 0.05 -0.41 -0.44 0.4677
H 1.4373 -0.2793 1.7793 -0.39 0.59 0.37 0.4188
H -1.3206 -1.1541 1.9687 0.40 -0.15 0.93 0.4323
H 0.7069 -2.4551 3.2657 -0.39 0.04 -0.88 0.3590
H 1.2519 -2.8001 1.5802 -0.35 -0.45 0.57 0.3056
H -0.3052 -3.6032 2.2122 1.43 1.59 0.14 0.3348
H -0.4962 4.6344 -2.1004 -0.60 -0.15 -0.75 0.2354
H -2.0071 4.0232 -2.5269 0.23 -0.67 0.35 0.2528
```
Forces are in eV/Å.

Computed properties:
* energy relative to the best compared isomer or geometry (same formula, charge and spin): 5.559 eV
* E_tot: -18130.2376 eV